[1]
Entry from the OMol25 dataset: a single C3H8S3 molecule at a distorted geometry (wB97M-V/def2-TZVPD).

```
! RIJCOSX wB97M-V def2-TZVPD def2/J DEFGRID3
* xyz 0 1
S -1.625 -2.364 -0.218
S -3.171 0.477 0.615
S -0.369 0.284 -0.903
C 0.928 0.898 0.167
C -1.664 -0.463 0.291
C 2.268 0.217 -0.058
H 2.659 -0.132 0.922
H -3.361 1.052 -0.600
H 0.613 0.549 1.175
H 2.982 0.836 -0.630
H -1.225 -0.530 1.254
H 2.083 -0.702 -0.678
H -1.171 -2.181 -1.431
H 1.053 2.058 0.094
*
```

Computed properties:
* Kohn-Sham gap: 9.35 eV
* electronic energy: -35745.113 eV
* E_LUMO: 0.6 eV
* structure (SMILES): CCSC(S)S



[2]
Entry from the OMol25 dataset: 2 unconnected molecules or ions with the total composition C3H8S3Si at a distorted geometry (wB97M-V/def2-TZVPD).

```
! RIJCOSX wB97M-V def2-TZVPD def2/J DEFGRID3
* xyz 0 1
S -1.127 2.134 0.534
S 1.946 0.869 0.641
S -1.318 -1.636 2.585
Si 0.410 1.432 1.902
C 1.108 1.365 -1.010
C -0.429 1.184 -0.811
C -0.728 -2.642 1.198
H -0.794 1.341 -1.798
H -0.534 -3.603 1.409
H 1.357 2.335 -1.190
H 0.270 -2.202 0.810
H 0.789 2.359 3.056
H 1.655 0.672 -1.703
H -0.657 0.096 -0.633
H -1.399 -2.604 0.353
*
```

Computed properties:
* Kohn-Sham gap (alpha / beta): 7.57 / 5.81 eV
* electronic energy: -43622.273 eV
* E_LUMO (alpha / beta): -0.9 / -1.5 eV



[3]
Entry from the OMol25 dataset: a single C3H8Si molecule at a distorted geometry (wB97M-V/def2-TZVPD).

```
! RIJCOSX wB97M-V def2-TZVPD def2/J DEFGRID3
* xyz 0 3
Si -1.722 0.277 -0.021
C -0.268 -0.942 -0.013
C 1.183 -0.188 -0.421
C 1.963 0.470 0.445
H -2.541 0.158 1.151
H -0.345 -1.634 -0.893
H 2.905 0.940 0.143
H 1.201 -0.228 -1.492
H 1.594 0.856 1.383
H -1.091 1.619 0.090
H -2.567 0.218 -1.216
H -0.310 -1.546 0.845
*
```

Computed properties:
* ⟨S²⟩: 2.0058
* Kohn-Sham gap (alpha / beta): 6.78 / 9.21 eV
* electronic energy: -11112.223 eV
* E_LUMO (alpha / beta): 1.2 / -2.0 eV



[4]
Entry from the OMol25 dataset: a molecular structure, C3H9AsClO6ReSTe4 (wB97M-V/def2-TZVPD).

```
! RIJCOSX wB97M-V def2-TZVPD def2/J DEFGRID3
* xyz 1 2
Re 1.244 0.427 -1.390
Te 5.160 -0.432 0.689
Te 5.081 -0.346 -1.920
Te 1.776 -2.061 -1.083
Te 2.968 -2.069 1.326
As -1.152 0.298 1.470
Cl -0.190 0.029 -3.720
S 0.720 1.144 0.816
O -0.727 0.986 -4.591
O 3.852 1.262 -2.101
O -0.563 -1.302 -3.975
O -0.602 0.380 -2.245
O 1.294 0.156 -3.567
O 2.851 1.251 -1.064
C -1.762 1.450 2.870
C -2.531 0.170 0.149
C -0.898 -1.451 2.206
H -2.658 1.131 -0.343
H -1.826 -1.782 2.670
H -0.621 -2.129 1.401
H -2.663 1.033 3.315
H -3.449 -0.115 0.662
H -2.261 -0.588 -0.582
H -0.098 -1.405 2.941
H -1.968 2.431 2.448
H -0.977 1.531 3.619
*
```

Computed properties:
* ⟨S²⟩: 0.7766
* Kohn-Sham gap (alpha / beta): 6.00 / 5.53 eV
* electronic energy: -131024.145 eV
* E_LUMO (alpha / beta): -4.9 / -5.3 eV



[5]
Entry from the OMol25 dataset: a single C3H9B molecule at a distorted geometry (wB97M-V/def2-TZVPD).

```
! RIJCOSX wB97M-V def2-TZVPD def2/J DEFGRID3
* xyz 0 1
C -0.149 -0.121 -0.007
C 0.673 1.147 -0.024
C 0.922 -1.194 0.035
B -1.653 -0.097 -0.094
H -1.911 0.385 1.022
H 1.435 -1.175 0.898
H 1.545 -1.052 -0.898
H -1.928 0.863 -0.693
H 1.454 1.196 -0.767
H 0.367 -2.120 0.043
H 1.143 1.451 1.031
H -2.071 -1.237 -0.132
H 0.172 1.953 -0.415
*
```

Computed properties:
* Kohn-Sham gap: 10.01 eV
* electronic energy: -3929.848 eV
* E_LUMO: -0.5 eV



[6]
Entry from the OMol25 dataset: a molecular structure, C3H9B2LiO4 at a distorted geometry (wB97M-V/def2-TZVPD).

```
! RIJCOSX wB97M-V def2-TZVPD def2/J DEFGRID3
* xyz 0 1
O -0.868 1.278 1.135
O 0.778 0.193 2.441
O -2.509 -0.264 -0.886
O -0.397 -1.217 -1.708
C 0.539 -0.361 -2.314
C -0.323 0.191 0.444
C 0.066 -0.736 1.673
B 0.275 1.562 2.070
B -1.142 -0.447 -0.745
Li 2.271 -1.477 -1.183
H 0.672 -1.563 1.227
H 1.062 2.240 1.406
H -0.786 -1.108 2.257
H -2.825 -0.754 -1.646
H 0.025 2.279 3.010
H 0.140 0.642 -2.501
H 0.686 0.578 0.131
H 1.391 -0.209 -1.585
H 0.947 -0.827 -3.227
*
```

Computed properties:
* Kohn-Sham gap: 4.31 eV
* electronic energy: -13004.398 eV
* E_LUMO: -2.3 eV